No. 1
C37H39Ge2N5OPPdS | ωB97M-V/def2-TZVPD

Positions of all 87 atoms, in Å:
Pd (0.62739, -1.28571, -0.37228)
O (-0.05804, -1.49880, -3.29802)
N (0.12027, -2.74016, -2.69903)
C (-0.99063, -3.27282, -2.37522)
C (-2.34449, -2.65964, -2.49996)
C (-3.20759, -3.21262, -3.44241)
C (-4.50654, -2.74763, -3.57367)
C (-4.96962, -1.76170, -2.71711)
C (-4.12251, -1.22238, -1.76203)
C (-2.79137, -1.62549, -1.66038)
P (-1.74956, -0.92550, -0.30767)
C (-2.29561, 0.78919, -0.02741)
C (-1.93430, 1.34271, 1.20284)
C (-2.30862, 2.63582, 1.53235)
C (-3.03274, 3.39965, 0.62472)
C (-3.33969, 2.87844, -0.62147)
C (-2.96367, 1.58065, -0.95332)
C (-2.48994, -1.85412, 1.08256)
C (-3.46391, -1.32651, 1.92493)
C (-3.98849, -2.09733, 2.95731)
C (-3.55438, -3.40011, 3.14569)
C (-2.59576, -3.93951, 2.29523)
C (-2.06715, -3.16887, 1.27360)
H (0.81911, -1.31384, -3.65964)
H (-0.90360, -4.29581, -2.01860)
H (-2.84794, -4.00713, -4.08682)
H (-5.15881, -3.16900, -4.32826)
H (-5.99721, -1.42543, -2.77779)
H (-4.51004, -0.48281, -1.07312)
H (-1.37587, 0.74505, 1.91322)
H (-2.03987, 3.04771, 2.49798)
H (-3.34261, 4.40459, 0.88530)
H (-3.86941, 3.48263, -1.34689)
H (-3.19307, 1.19867, -1.93908)
H (-3.81532, -0.31280, 1.78579)
H (-4.74347, -1.67618, 3.60964)
H (-3.96044, -3.99549, 3.95395)
H (-2.26249, -4.96093, 2.43107)
H (-1.30754, -3.59038, 0.62603)
N (2.37944, -3.98548, 4.31171)
C (2.45214, -2.70124, 4.71614)
N (3.11514, -2.43086, 5.85097)
N (1.90741, -1.70413, 4.06953)
C (1.29290, -1.89408, 2.92274)
N (0.70892, -1.97844, 1.92326)
H (2.81970, -4.73264, 4.81675)
H (1.87448, -4.20987, 3.47253)
H (3.53489, -3.14665, 6.41342)
H (3.15417, -1.47582, 6.15895)
S (2.87467, -3.36321, -0.55513)
C (2.54209, -1.88980, -0.47122)
C (1.02466, 1.60087, 2.97356)
Ge (2.32451, 1.69732, 1.53458)
C (2.87799, 3.56875, 1.45048)
C (3.83440, 0.54516, 1.97956)
Ge (1.53545, 0.95181, -0.65704)
C (0.33018, 2.19871, -1.53903)
C (0.15444, 3.46673, -0.98569)
C (-0.52436, 4.46133, -1.68643)
C (-1.04039, 4.19564, -2.94537)
C (-0.90874, 2.92193, -3.49047)
C (-0.23383, 1.93151, -2.78990)
C (3.07879, 1.00938, -1.85877)
C (4.25504, 1.62586, -1.42840)
C (5.33684, 1.79406, -2.28948)
C (5.26574, 1.33332, -3.59451)
C (4.11246, 0.69352, -4.03429)
C (3.03547, 0.54088, -3.17271)
H (1.55967, 1.75931, 3.91332)
H (0.51803, 0.63783, 3.02455)
H (0.28421, 2.39309, 2.86001)
H (3.68951, 3.73441, 2.16339)
H (2.03603, 4.20357, 1.73490)
H (3.21304, 3.86958, 0.45784)
H (3.78062, 0.26683, 3.03360)
H (4.78277, 1.05195, 1.79420)
H (3.81543, -0.36712, 1.38007)
H (0.55300, 3.69395, -0.00398)
H (-0.64546, 5.44386, -1.24586)
H (-1.55342, 4.97437, -3.49799)
H (-1.32712, 2.70174, -4.46552)
H (-0.15763, 0.94084, -3.22472)
H (4.34481, 1.99193, -0.41283)
H (6.23403, 2.28745, -1.93553)
H (6.10290, 1.46965, -4.26730)
H (4.05040, 0.31938, -5.04868)
H (2.14013, 0.06647, -3.55727)

Output
**Energy above the lowest of the compared OMol25 structures with the same formula, charge and spin**: 59.3 kcal/mol
**Charge**: +1
**HOMO-LUMO gap (spin up / spin down)**: 6.606 / 6.605 eV
**Strongest force on any atom**: 1.7 eV/Å
**Energy**: -6803.343870 a.u.

Results of the Löwdin charge analysis, in e, for atoms 1 through 2: number 1, Pd, carries 0.296; number 2, O, carries -0.095

No. 2
C37H40AsCl2N2O2PPd | ωB97M-V/def2-TZVPD

Positions of all 86 atoms, in Å:
Pd (0.39458, -1.51399, 2.13531)
Cl (3.18638, -0.61340, 3.85249)
C (1.93594, -0.05815, 4.92285)
Cl (0.26863, -0.29251, 4.19504)
H (2.01652, 1.00923, 5.09338)
H (1.92793, -0.63486, 5.84080)
C (3.47379, -1.44294, 0.10856)
O (2.23673, -2.07276, 0.44667)
C (1.72340, -2.87313, -0.60459)
C (0.54972, -3.65773, -0.08426)
O (-0.41563, -2.74456, 0.47726)
C (-1.63088, -3.44014, 0.84981)
H (4.23843, -2.18914, -0.11408)
H (3.78370, -0.85132, 0.96611)
H (3.35475, -0.79138, -0.76339)
H (2.48556, -3.56480, -0.97530)
H (1.41210, -2.23137, -1.44162)
H (0.85638, -4.36804, 0.68714)
H (0.07666, -4.20969, -0.89903)
H (-2.09104, -3.85324, -0.04757)
H (-2.29588, -2.71057, 1.30486)
H (-1.40524, -4.24567, 1.54944)
N (1.78349, -7.62173, 6.15867)
C (1.57813, -6.67856, 5.53778)
C (1.32068, -5.50302, 4.75847)
C (0.09718, -4.84294, 4.85725)
C (-0.10871, -3.71591, 4.09094)
N (0.82128, -3.23861, 3.24727)
C (2.00188, -3.87078, 3.15739)
C (2.29041, -5.00136, 3.89230)
H (-0.67661, -5.19965, 5.52255)
H (-1.04291, -3.17159, 4.15114)
H (2.72438, -3.44922, 2.47286)
H (3.25309, -5.48371, 3.79706)
C (0.00876, 0.43181, -0.80993)
C (-0.55417, 1.74255, -1.37803)
As (-0.32882, 2.17685, -3.26399)
C (-0.24364, 3.93783, -3.69614)
C (0.13694, 4.31029, -5.01769)
C (0.19069, 5.64196, -5.34243)
C (-0.13652, 6.60352, -4.37916)
C (-0.50248, 6.24597, -3.07265)
C (-0.54754, 4.92381, -2.71685)
C (-0.38087, 0.91356, -4.60097)
C (0.10470, -0.39170, -4.36466)
C (0.09087, -1.29844, -5.39803)
C (-0.42888, -0.93032, -6.64358)
C (-0.93310, 0.35076, -6.87011)
C (-0.89993, 1.28959, -5.86292)
P (-0.37797, 0.34020, 1.00823)
C (-2.16625, 0.28316, 1.14030)
C (-2.75987, 0.62271, 2.36227)
C (-4.12817, 0.48382, 2.53132)
C (-4.91345, 0.00087, 1.49101)
C (-4.33038, -0.35035, 0.27978)
C (-2.96116, -0.21774, 0.10418)
C (0.25762, 1.90539, 1.62473)
C (1.64158, 2.00074, 1.79998)
C (2.20580, 3.19064, 2.23140)
C (1.39023, 4.28539, 2.50023)
C (0.01523, 4.19518, 2.32435)
C (-0.55699, 3.00947, 1.88111)
H (1.09770, 0.40012, -0.88501)
H (-0.40057, -0.45120, -1.30001)
H (-0.13796, 2.60497, -0.85314)
H (-1.64639, 1.77949, -1.26905)
H (0.42245, 3.56105, -5.74420)
H (0.49422, 5.95047, -6.33369)
H (-0.09709, 7.65286, -4.64656)
H (-0.74786, 7.01560, -2.35380)
H (-0.84154, 4.64197, -1.71340)
H (0.52111, -0.66590, -3.40481)
H (0.48567, -2.29477, -5.25488)
H (-0.44377, -1.65546, -7.44787)
H (-1.35227, 0.60797, -7.83364)
H (-1.31069, 2.27646, -6.03063)
H (-2.16165, 1.01068, 3.17865)
H (-4.58417, 0.75605, 3.47374)
H (-5.98185, -0.10374, 1.62572)
H (-4.94435, -0.73292, -0.52466)
H (-2.52407, -0.52848, -0.83828)
H (2.27854, 1.14096, 1.61583)
H (3.27654, 3.26421, 2.37013)
H (1.82858, 5.20844, 2.85627)
H (-0.61624, 5.04492, 2.54796)
H (-1.63145, 2.94597, 1.76007)

Output
**Energy above the lowest of the compared OMol25 structures with the same formula, charge and spin**: 0.0 kcal/mol
**Charge**: +4
**HOMO-LUMO gap**: 5.163 eV
**Strongest force on any atom**: 0.2 eV/Å
**Energy**: -5317.783276 a.u.

Results of the Löwdin charge analysis, in e, for atoms 1 through 2: number 1, Pd, carries 0.658; number 2, Cl, carries 0.645